# 1
8
Properties=species:S:1:pos:R:3 method="wB97M-V/def2-TZVPD" relative_energy_kj_mol=631.3 energy_ev=-5112.41691 largest_force_ev_per_a=3.307 mol_weight_g_mol=56.1 orbital_gap_ha="0.3232 / 0.3233" charge=0 spin_multiplicity=1 lumo_ev="-0.8 / -0.8"
C 1.467 -1.347 -1.025
C 1.177 -0.322 -0.444
N -1.433 0.945 0.497
N -0.103 1.142 0.633
H 2.014 -2.126 -1.578
H -1.694 -0.003 0.840
H -1.578 1.107 -0.476
H 0.151 0.604 1.554

***

# 2
9
Properties=species:S:1:pos:R:3 method="wB97M-V/def2-TZVPD" relative_energy_kj_mol=552.9 energy_ev=-7160.74940 largest_force_ev_per_a=3.531 mol_weight_g_mol=72.1 orbital_gap_ha="0.2548 / 0.2892" charge=0 spin_multiplicity=1 lumo_ev="-0.6 / 0.0"
C -0.534 -0.201 0.002
C -1.652 -0.917 -0.242
N 0.778 -0.460 -0.019
N 1.317 -1.655 0.110
O -2.821 -0.482 0.087
H -0.606 0.874 0.054
H 1.495 0.307 -0.072
H 2.359 -1.438 0.016
H -3.120 0.391 0.662

***

# 3
9
Properties=species:S:1:pos:R:3 method="wB97M-V/def2-TZVPD" relative_energy_kj_mol=170.2 energy_ev=-7164.71569 largest_force_ev_per_a=3.492 mol_weight_g_mol=72.1 orbital_gap_ha=0.4129 smiles="[H]/N=C/C#N.O" charge=0 spin_multiplicity=1 lumo_ev=-0.3
H -0.839 1.085 -2.326
N -0.251 0.343 -2.231
C -0.077 -0.098 -1.058
C 0.739 -1.237 -0.902
N 1.315 -2.085 -0.393
H -0.430 0.309 -0.090
O -0.083 0.230 2.544
H -0.386 1.086 2.847
H 0.013 0.366 1.609